(1)
The following is a DFT calculation (ωB97M-V/def2-TZVPD) of an isolated ion of composition CH2NO3PS and charge -2 in a non-equilibrium geometry.

Element x y z (Å)
H -1.503 -0.452 1.998
N -1.106 0.014 1.078
C -0.174 -0.695 0.526
S 0.460 -2.130 1.165
P 0.692 0.068 -0.926
O 0.716 -0.788 -2.124
O 1.899 0.809 -0.376
O -0.422 1.386 -1.150
H -0.563 1.788 -0.190

Computed properties:
HOMO-LUMO gap: 5.80 eV
Calculated total energy: -28827.852 eV
Total charge: -2
Relative energy (zero: lowest compared OMol25 entry of this formula, charge and spin): 185.3 kJ/mol

natural (NBO) atomic charge list, values in e, 6 entries: atom 1 (H): 0.28, atom 2 (N): -0.81, atom 3 (C): -0.26, atom 4 (S): -0.58, atom 5 (P): 2.31, atom 6 (O): -1.17

(2)
The following is a DFT calculation (ωB97M-V/def2-TZVPD) of a 3-piece molecular cluster, C5H12O3 overall in a non-equilibrium geometry.

Element x y z (Å)
C -0.130 0.728 -1.445
C -0.577 -1.098 -0.086
C -1.761 -0.779 0.801
O 1.047 0.476 -1.944
O -1.084 0.981 -2.325
H -0.804 0.678 -3.205
H 1.632 0.077 -1.183
H -0.246 1.207 -0.460
H -0.930 -1.275 -1.106
H -0.122 -2.064 0.133
H -2.626 -1.413 0.585
H -2.071 0.263 0.678
H -1.519 -0.945 1.854
C 0.953 -0.141 1.015
C 0.853 1.203 1.333
O 2.062 -0.519 0.140
H 2.828 -0.006 0.435
H 0.828 -0.859 1.818
H 0.387 1.511 2.256
H 1.279 1.974 0.705

Computed properties:
HOMO-LUMO gap: 7.54 eV
Calculated total energy: -11517.132 eV
Total charge: 0
Relative energy (zero: lowest compared OMol25 entry of this formula, charge and spin): 543.6 kJ/mol

natural (NBO) atomic charge list, values in e, 6 entries: atom 1 (C): 0.61, atom 2 (C): -0.60, atom 3 (C): -0.64, atom 4 (O): -0.70, atom 5 (O): -0.65, atom 6 (H): 0.50

(3)
The following is a DFT calculation (ωB97M-V/def2-TZVPD) of C25H48P4PbSe as an isolated structure in a non-equilibrium geometry.

Element x y z (Å)
Pb -0.798 0.242 -0.151
P -3.560 0.087 -0.294
P -0.039 -2.526 0.203
P -0.244 3.063 0.005
H 3.221 -0.731 -1.957
C 3.563 0.287 -1.680
C 4.187 0.426 -0.491
H 4.359 -0.470 0.129
C -3.847 0.048 -2.126
C -4.245 -1.438 0.486
C -4.366 1.594 0.397
C 1.742 -2.907 0.356
C -0.806 -3.659 1.427
C -0.471 -3.294 -1.405
C 1.486 3.652 0.042
C -1.077 4.205 1.195
C -0.812 3.657 -1.633
H 3.203 1.163 -2.253
H 4.297 1.428 -0.034
H -4.919 -0.028 -2.348
H -3.301 -0.822 -2.528
H -3.419 0.973 -2.552
H -5.320 -1.555 0.286
H -4.072 -1.355 1.577
H -3.683 -2.300 0.076
H -5.447 1.617 0.186
H -3.866 2.474 -0.053
H -4.197 1.577 1.493
H 1.933 -3.911 -0.049
H 2.041 -2.860 1.413
H 2.334 -2.167 -0.205
H -0.756 -4.698 1.070
H -1.861 -3.379 1.572
H -0.311 -3.581 2.405
H -0.122 -4.336 -1.406
H 0.001 -2.741 -2.227
H -1.557 -3.265 -1.563
H 1.555 4.637 -0.441
H 2.127 2.930 -0.485
H 1.827 3.722 1.085
H -1.037 5.243 0.839
H -0.595 4.139 2.180
H -2.127 3.907 1.321
H -0.588 4.728 -1.733
H -1.892 3.491 -1.744
H -0.320 3.088 -2.437
C 1.166 0.403 -4.935
C 2.490 0.095 -4.602
C 3.524 0.141 -5.552
C 3.203 0.422 -6.892
C 1.857 0.621 -7.251
C 0.844 0.598 -6.285
Se -0.299 0.553 -3.591
H 0.537 0.415 -2.268
H 2.745 -0.159 -3.579
H 4.575 -0.045 -5.255
H 3.996 0.469 -7.644
H 1.572 0.795 -8.282
H -0.206 0.740 -6.539
C -2.257 -0.533 4.068
P -0.844 0.023 3.063
C -0.696 1.617 3.968
C 0.529 -0.920 3.826
C 0.271 -2.128 4.478
C 1.302 -2.914 4.964
C 2.611 -2.536 4.755
C 2.897 -1.324 4.138
C 1.864 -0.546 3.633
H -3.124 0.120 3.903
H -1.931 -0.439 5.110
H -2.549 -1.569 3.873
H -0.708 1.375 5.038
H 0.206 2.184 3.726
H -1.559 2.244 3.723
H -0.744 -2.443 4.658
H 1.057 -3.819 5.529
H 3.418 -3.193 5.076
H 3.924 -0.979 4.070
H 2.109 0.374 3.126

Computed properties:
HOMO-LUMO gap (alpha / beta): 4.32 / 4.19 eV
Calculated total energy: -134410.994 eV
Total charge: +4

Löwdin atomic charge list, values in e, 6 entries: atom 1 (Pb): 0.76, atom 2 (P): 0.71, atom 3 (P): 0.73, atom 4 (P): 0.73, atom 5 (H): 0.05, atom 6 (C): -0.12

(4)
The following is a DFT calculation (ωB97M-V/def2-TZVPD) of an isolated ion of composition C16H38NO2Si and charge +1 in a non-equilibrium geometry.

Element x y z (Å)
C 1.273 -4.458 0.931
C 1.115 -3.338 1.961
C -0.226 -2.575 1.838
C -0.020 -1.149 1.365
N 0.351 -1.071 -0.076
C -0.639 -1.689 -1.028
C -2.075 -1.183 -0.907
C -2.506 -0.166 -1.981
C -2.460 1.292 -1.474
C -3.816 1.788 -1.050
O -4.412 0.791 -0.237
C -5.669 1.221 0.268
C -6.303 0.131 1.110
C 0.758 0.334 -0.469
C 2.269 0.362 -0.579
O 2.674 1.648 -0.939
Si 4.141 2.220 -0.300
C 4.888 3.392 -1.552
C 5.386 0.847 0.019
C 3.789 3.188 1.271
H 1.626 -4.046 -0.011
H 2.000 -5.195 1.250
H 0.330 -4.962 0.756
H 1.941 -2.647 1.799
H 1.253 -3.707 2.968
H -0.868 -3.123 1.158
H -0.725 -2.535 2.795
H 0.821 -0.739 1.913
H -0.869 -0.516 1.587
H 1.205 -1.628 -0.166
H -0.571 -2.763 -0.930
H -0.277 -1.446 -2.019
H -2.311 -0.762 0.062
H -2.706 -2.059 -1.006
H -3.547 -0.385 -2.183
H -1.955 -0.296 -2.906
H -2.022 1.953 -2.215
H -1.809 1.348 -0.605
H -3.705 2.694 -0.455
H -4.431 1.977 -1.932
H -5.541 2.120 0.873
H -6.319 1.495 -0.565
H -6.763 0.588 1.977
H -5.535 -0.547 1.464
H -7.068 -0.403 0.566
H 0.274 0.619 -1.390
H 0.482 0.983 0.351
H 2.665 0.045 0.392
H 2.585 -0.361 -1.339
H 5.855 3.705 -1.173
H 5.085 2.826 -2.460
H 4.259 4.244 -1.776
H 5.496 0.734 1.095
H 5.114 -0.130 -0.372
H 6.367 1.110 -0.352
H 3.691 2.568 2.156
H 4.589 3.905 1.411
H 2.870 3.746 1.109

Computed properties:
HOMO-LUMO gap: 10.01 eV
Calculated total energy: -30666.344 eV
Total charge: +1

natural (NBO) atomic charge list, values in e, 6 entries: atom 1 (C): -0.61, atom 2 (C): -0.41, atom 3 (C): -0.43, atom 4 (C): -0.21, atom 5 (N): -0.35, atom 6 (C): -0.22

(5)
The following is a DFT calculation (ωB97M-V/def2-TZVPD) of C21H15BClFN2O7S as an isolated structure in a non-equilibrium geometry.

Element x y z (Å)
O -1.261 1.440 5.918
C -1.728 1.255 4.864
Cl -2.831 2.456 4.133
C -1.556 0.018 4.036
C -1.195 0.240 2.590
C -0.394 1.248 2.155
F 0.135 2.114 3.029
C -0.047 1.424 0.789
C 0.880 2.544 0.362
B 2.195 1.877 -0.222
O 2.801 0.946 0.574
O 2.716 2.178 -1.477
C -0.525 0.559 -0.149
C -1.359 -0.510 0.265
N -1.892 -1.447 -0.533
S -2.726 -2.421 0.435
N -2.472 -1.728 1.855
C -1.687 -0.668 1.621
H -0.869 -0.665 4.521
H -2.525 -0.481 4.044
H 1.152 3.153 1.219
H 0.382 3.190 -0.354
H 3.756 0.935 0.442
H 2.400 1.539 -2.124
H -0.256 0.687 -1.183
C 6.889 5.454 -1.765
C 7.350 5.794 -2.965
C 6.670 5.347 -4.207
O 7.092 5.656 -5.300
C 5.456 4.506 -4.057
C 4.993 4.165 -2.857
C 5.675 4.612 -1.615
O 5.257 4.303 -0.520
H 7.370 5.768 -0.847
H 8.233 6.407 -3.096
H 4.977 4.192 -4.975
H 4.112 3.552 -2.722
C -5.869 -5.415 0.539
C -6.273 -6.549 1.104
C -6.034 -7.862 0.451
O -6.403 -8.895 0.964
C -5.326 -7.859 -0.854
C -4.922 -6.724 -1.418
C -5.162 -5.412 -0.766
O -4.792 -4.377 -1.277
H -6.034 -4.447 0.997
H -6.790 -6.574 2.055
H -5.161 -8.826 -1.312
H -4.405 -6.699 -2.369

Computed properties:
HOMO-LUMO gap: 7.43 eV
Calculated total energy: -66084.940 eV
Total charge: 0

natural (NBO) atomic charge list, values in e, 6 entries: atom 1 (O): -0.48, atom 2 (C): 0.59, atom 3 (Cl): -0.10, atom 4 (C): -0.55, atom 5 (C): -0.12, atom 6 (C): 0.47

(6)
The following is a DFT calculation (ωB97M-V/def2-TZVPD) of C8H12NO as an isolated structure in a non-equilibrium geometry.

Element x y z (Å)
C -0.472 4.001 -0.715
C 0.552 -0.519 1.323
C 0.477 0.966 1.045
C -1.382 0.119 -0.677
C 0.709 -1.232 -0.109
C -0.109 -0.466 -1.251
C -0.341 1.130 -0.235
C 0.218 -2.754 0.078
N -0.696 2.900 -0.394
O 0.503 0.857 -1.225
H -0.276 4.970 -0.856
H 1.365 -0.801 1.918
H -0.344 -0.855 1.921
H 0.030 1.465 1.934
H 1.470 1.445 0.758
H -2.039 0.608 -1.377
H -1.842 -0.480 0.127
H 1.773 -1.102 -0.366
H 0.080 -0.991 -2.260
H -0.146 -3.112 -0.841
H -0.690 -2.860 0.797
H 1.160 -3.288 0.406

Computed properties:
HOMO-LUMO gap: 10.04 eV
Calculated total energy: -12017.484 eV
Total charge: +1
Relative energy (zero: lowest compared OMol25 entry of this formula, charge and spin): 295.6 kJ/mol

natural (NBO) atomic charge list, values in e, 6 entries: atom 1 (C): 0.39, atom 2 (C): -0.41, atom 3 (C): -0.47, atom 4 (C): -0.48, atom 5 (C): -0.23, atom 6 (C): 0.08

(7)
The following is a DFT calculation (ωB97M-V/def2-TZVPD) of the molecule C3H9N3O in a non-equilibrium geometry.

Element x y z (Å)
N -2.511 -0.104 0.157
C -1.454 0.861 0.307
C -0.072 0.353 0.709
N 0.335 -0.750 -0.150
C 1.659 -0.928 -0.545
N 2.313 0.187 -1.014
O 2.165 -2.030 -0.566
H -2.324 -0.757 -0.593
H -2.730 -0.609 1.006
H -1.333 1.372 -0.648
H -1.822 1.684 0.939
H -0.016 0.100 1.766
H 0.634 1.177 0.613
H -0.007 -1.656 0.134
H 1.881 1.083 -0.900
H 3.280 0.016 -1.215

Computed properties:
HOMO-LUMO gap: 10.19 eV
Calculated total energy: -9775.385 eV
Total charge: 0
Relative energy (zero: lowest compared OMol25 entry of this formula, charge and spin): 14.8 kJ/mol

natural (NBO) atomic charge list, values in e, 6 entries: atom 1 (N): -0.84, atom 2 (C): -0.23, atom 3 (C): -0.24, atom 4 (N): -0.66, atom 5 (C): 0.78, atom 6 (N): -0.85

(8)
The following is a DFT calculation (ωB97M-V/def2-TZVPD) of a 6-piece molecular cluster, C23H54N2O9S3 overall in a non-equilibrium geometry.

Element x y z (Å)
O 3.381 -0.046 0.221
S 2.065 0.423 -0.133
O 1.744 0.640 -1.555
C 0.739 -0.595 0.654
C -0.383 0.303 1.120
C 0.197 1.772 1.365
C 1.721 1.904 0.950
H 1.142 -1.043 1.562
H 0.563 -1.513 0.092
H -1.221 0.445 0.438
H -0.856 -0.130 2.001
H 0.123 2.001 2.428
H -0.204 2.566 0.735
H 2.373 1.897 1.823
H 2.112 2.814 0.494
O -3.174 -6.678 -3.122
S -3.263 -6.302 -4.535
O -4.594 -6.050 -5.176
C -2.273 -4.701 -4.669
C -1.326 -4.967 -5.786
C -0.901 -6.430 -5.710
C -2.131 -7.315 -5.635
H -1.751 -4.565 -3.722
H -3.066 -3.987 -4.891
H -1.929 -4.869 -6.689
H -0.424 -4.357 -5.814
H -0.286 -6.563 -4.820
H -0.208 -6.619 -6.529
H -1.869 -8.225 -5.096
H -2.593 -7.593 -6.583
O 3.644 0.997 6.821
S 3.327 2.331 7.468
O 2.329 3.280 7.020
C 3.225 2.307 9.293
C 4.565 2.604 9.950
C 5.085 3.835 9.131
C 4.999 3.327 7.613
H 2.733 1.407 9.661
H 2.709 3.224 9.579
H 4.398 2.911 10.983
H 5.318 1.816 9.940
H 6.099 4.088 9.442
H 4.562 4.789 9.204
H 5.661 2.466 7.518
H 5.120 4.049 6.806
C 2.892 0.719 -7.491
O 2.569 0.321 -8.843
C 1.852 -0.914 -8.686
C 1.355 -1.313 -10.115
C 0.945 0.034 -10.909
N 0.175 -2.163 -10.008
H 3.796 1.326 -7.439
H 3.214 -0.099 -6.847
H 2.077 1.342 -7.123
H 2.390 -1.734 -8.211
H 1.028 -0.719 -8.000
H 2.121 -1.830 -10.692
H 1.389 0.110 -11.902
H 1.127 0.972 -10.384
H -0.104 0.243 -11.118
H 0.406 -3.014 -9.515
H -0.081 -2.596 -10.884
C -5.102 6.112 2.791
O -4.329 7.239 3.084
C -3.496 6.908 4.177
C -2.001 7.527 4.231
C -1.054 7.155 3.065
N -1.141 7.086 5.401
H -5.517 5.691 3.707
H -4.368 5.430 2.361
H -5.955 6.315 2.144
H -4.107 7.186 5.035
H -3.339 5.830 4.225
H -2.099 8.599 4.061
H -0.933 6.071 3.066
H -0.056 7.590 3.116
H -1.527 7.477 2.138
H -0.552 6.298 5.172
H -1.530 6.806 6.290
C -2.773 -5.133 3.462
C -2.579 -5.865 2.199
C -1.121 -6.469 1.987
O -3.508 -6.941 2.333
H -2.245 -5.559 4.316
H -3.799 -5.061 3.822
H -2.295 -4.168 3.630
H -3.104 -5.331 1.408
H -0.373 -5.684 2.099
H -1.193 -6.828 0.961
H -0.936 -7.347 2.607
H -3.599 -7.265 1.434

Computed properties:
HOMO-LUMO gap: 9.48 eV
Calculated total energy: -78632.766 eV
Total charge: 0
Relative energy (zero: lowest compared OMol25 entry of this formula, charge and spin): 544.8 kJ/mol

Löwdin atomic charge list, values in e, 6 entries: atom 1 (O): -0.34, atom 2 (S): 0.70, atom 3 (O): -0.34, atom 4 (C): -0.23, atom 5 (C): -0.20, atom 6 (C): -0.17